(1)
The following is a quantum chemistry calculation of a 7-piece molecular cluster, C39H97NO25P6 overall in a non-equilibrium geometry, from the OMol25 dataset.

Calculated values
- total charge = 0
- total energy (eV) = -150439.905
- lowest unoccupied orbital energy (Eh) = 0.0004
- Kohn-Sham gap (eV) = 9.34
- SMILES = CCOP(=O)(OCC)OCC.CCOP(=O)(OCC)OCC.CCOP(=O)(OCC)OCC.CCOP(=O)(OCC)OCC.CCOP(=O)(OCC)OCC.CCOP(=O)(OCC)OCC.CN(C)C=O
- ΔE to the lowest compared entry with this formula, charge and spin (kJ/mol) = 339.8
- E_HOMO (eV) = -9.33
- multiplicity = 1

Bonds (Å) are listed after each position.
Atoms and positions in Å:
1 C -4.0472 -2.3091 10.3377  C2 1.553, H12 1.090, H13 1.090, H14 1.090
2 C -5.2635 -3.2184 10.0127  C1 1.553, O3 1.403, H15 1.090, H16 1.090
3 O -4.8597 -4.0953 8.9943  C2 1.403, P4 1.606
4 P -4.0641 -5.4634 9.2677  O3 1.606, O5 1.480, O6 1.605, O9 1.609
5 O -2.8109 -5.3399 10.0455  P4 1.480
6 O -5.2383 -6.3616 9.8920  P4 1.605, C7 1.410
7 C -6.4697 -6.6269 9.2594  O6 1.410, C8 1.560, H17 1.090, H18 1.090
8 C -7.3524 -7.2414 10.3888  C7 1.560, H19 1.090, H20 1.090, H21 1.090
9 O -3.8287 -5.9930 7.7668  P4 1.609, C10 1.409
10 C -2.6844 -5.5015 7.1073  O9 1.409, C11 1.506, H22 1.090, H23 1.090
11 C -2.7512 -5.9649 5.6761  C10 1.506, H24 1.090, H25 1.090, H26 1.090
12 H -3.6840 -1.7916 9.4498  C1 1.090
13 H -4.3213 -1.6123 11.1299  C1 1.090
14 H -3.2375 -2.8235 10.8552  C1 1.090
15 H -5.6277 -3.7861 10.8690  C2 1.090
16 H -6.0608 -2.6076 9.5892  C2 1.090
17 H -6.8240 -5.6620 8.8969  C7 1.090
18 H -6.3917 -7.2131 8.3438  C7 1.090
19 H -7.6813 -6.4954 11.1123  C8 1.090
20 H -8.3249 -7.6166 10.0701  C8 1.090
21 H -6.9796 -8.1808 10.7970  C8 1.090
22 H -2.7890 -4.4173 7.1485  C10 1.090
23 H -1.7725 -5.8611 7.5841  C10 1.090
24 H -3.6139 -5.6122 5.1109  C11 1.090
25 H -1.9174 -5.5948 5.0795  C11 1.090
26 H -2.7407 -7.0548 5.6693  C11 1.090
27 C -7.1743 5.9955 -3.2250  C28 1.506, H38 1.090, H39 1.090, H40 1.090
28 C -6.2883 5.7290 -2.0371  C27 1.506, O29 1.461, H41 1.090, H42 1.090
29 O -6.3451 6.9656 -1.2617  C28 1.461, P30 1.645
30 P -5.0121 7.7514 -0.7040  O29 1.645, O31 1.477, O32 1.586, O35 1.642
31 O -4.0040 6.9231 -0.0117  P30 1.477
32 O -4.4586 8.5390 -1.9646  P30 1.586, C33 1.447
33 C -5.2716 9.5498 -2.6053  O32 1.447, C34 1.492, H43 1.090, H44 1.090
34 C -4.4496 10.7701 -2.8523  C33 1.492, H45 1.090, H46 1.090, H47 1.090
35 O -5.7275 8.9850 0.1101  P30 1.642, C36 1.416
36 C -4.9710 9.8999 0.8814  O35 1.416, C37 1.546, H48 1.090, H49 1.090
37 C -5.9337 11.0353 1.2970  C36 1.546, H50 1.090, H51 1.090, H52 1.090
38 H -8.2176 6.2294 -3.0134  C27 1.090
39 H -6.7403 6.8134 -3.8001  C27 1.090
40 H -7.1343 5.2218 -3.9918  C27 1.090
41 H -6.6758 4.9333 -1.4007  C28 1.090
42 H -5.2656 5.3923 -2.2070  C28 1.090
43 H -5.7747 9.1837 -3.5003  C33 1.090
44 H -6.1398 9.7799 -1.9877  C33 1.090
45 H -3.6205 10.4044 -3.4580  C34 1.090
46 H -4.9923 11.5124 -3.4377  C34 1.090
47 H -4.1073 11.3012 -1.9641  C34 1.090
48 H -4.5923 9.3484 1.7419  C36 1.090
49 H -4.0892 10.2443 0.3411  C36 1.090
50 H -6.7565 10.5163 1.7888  C37 1.090
51 H -5.5643 11.7128 2.0669  C37 1.090
52 H -6.2715 11.5503 0.3977  C37 1.090
53 C -0.9011 -3.2733 -6.1949  C54 1.514, H64 1.090, H65 1.090, H66 1.090
54 C -2.3543 -3.5389 -6.5277  C53 1.514, O55 1.408, H67 1.090, H68 1.090
55 O -2.5716 -2.5318 -7.4869  C54 1.408, P56 1.560
56 P -3.5771 -1.4147 -7.0703  O55 1.560, O57 1.478, O58 1.659, O61 1.609
57 O -4.7544 -1.8820 -6.3091  P56 1.478
58 O -3.8506 -0.7360 -8.5591  P56 1.659, C59 1.427
59 C -5.0575 0.0175 -8.6708  O58 1.427, C60 1.518, H69 1.090, H70 1.090
60 C -4.9099 1.1854 -9.6292  C59 1.518, H71 1.090, H72 1.090, H73 1.090
61 O -2.7403 -0.2261 -6.3807  P56 1.609, C62 1.411
62 C -3.2807 0.4763 -5.2824  O61 1.411, C63 1.541, H74 1.090, H75 1.090
63 C -2.5237 0.0939 -3.9960  C62 1.541, H76 1.090, H77 1.090, H78 1.090
64 H -0.5729 -4.0774 -5.5363  C53 1.090
65 H -0.1845 -3.1069 -6.9993  C53 1.090
66 H -0.8504 -2.3858 -5.5641  C53 1.090
67 H -2.4901 -4.4849 -7.0517  C54 1.090
68 H -3.0283 -3.6461 -5.6778  C54 1.090
69 H -5.9329 -0.5710 -8.9454  C59 1.090
70 H -5.3543 0.4632 -7.7214  C59 1.090
71 H -3.9993 1.7456 -9.4167  C60 1.090
72 H -4.9779 0.8163 -10.6525  C60 1.090
73 H -5.7272 1.9011 -9.5399  C60 1.090
74 H -3.1142 1.5297 -5.5077  C62 1.090
75 H -4.3225 0.1949 -5.1295  C62 1.090
76 H -2.6754 0.6080 -3.0470  C63 1.090
77 H -2.7977 -0.9068 -3.6618  C63 1.090
78 H -1.4489 0.0758 -4.1766  C63 1.090
79 C 9.3875 1.6720 5.9168  C80 1.502, H90 1.090, H91 1.090, H92 1.090
80 C 9.0859 0.2042 5.8123  C79 1.502, O81 1.403, H93 1.090, H94 1.090
81 O 8.0229 -0.0058 4.9216  C80 1.403, P82 1.635
82 P 7.6917 -1.4582 4.2478  O81 1.635, O83 1.465, O84 1.628, O87 1.643
83 O 8.8366 -2.0417 3.5436  P82 1.465
84 O 7.0228 -2.3807 5.4102  P82 1.628, C85 1.397
85 C 6.4637 -3.6048 5.0336  O84 1.397, C86 1.545, H95 1.090, H96 1.090
86 C 4.9401 -3.4836 4.8073  C85 1.545, H97 1.090, H98 1.090, H99 1.090
87 O 6.4896 -1.0583 3.2022  P82 1.643, C88 1.396
88 C 6.7044 -0.1717 2.1460  O87 1.396, C89 1.553, H100 1.090, H101 1.090
89 C 5.9146 1.1081 2.5339  C88 1.553, H102 1.090, H103 1.090, H104 1.090
90 H 9.4223 2.1524 4.9390  C79 1.090
91 H 8.5819 2.1577 6.4674  C79 1.090
92 H 10.2821 1.7790 6.5303  C79 1.090
93 H 9.9771 -0.2510 5.3802  C80 1.090
94 H 8.9661 -0.1477 6.8370  C80 1.090
95 H 6.9186 -4.1428 4.2019  C85 1.090
96 H 6.6686 -4.4241 5.7227  C85 1.090
97 H 4.4033 -3.4645 5.7557  C86 1.090
98 H 4.6304 -2.5571 4.3238  C86 1.090
99 H 4.4853 -4.2763 4.2133  C86 1.090
100 H 7.7727 0.0336 2.0769  C88 1.090
101 H 6.3444 -0.5160 1.1765  C88 1.090
102 H 4.8672 0.8740 2.7242  C89 1.090
103 H 6.3654 1.4964 3.4472  C89 1.090
104 H 5.9291 1.8089 1.6991  C89 1.090
105 C 0.1224 7.6336 -7.2518  C106 1.579, H116 1.090, H117 1.090, H118 1.090
106 C 0.1554 7.0028 -5.8045  C105 1.579, O107 1.421, H119 1.090, H120 1.090
107 O 0.6408 5.6786 -5.9804  C106 1.421, P108 1.654
108 P 2.2352 5.2884 -5.7779  O107 1.654, O109 1.512, O110 1.609, O113 1.615
109 O 3.1005 6.0620 -6.7464  P108 1.512
110 O 2.5749 5.5413 -4.2258  P108 1.609, C111 1.444
111 C 1.8929 4.7353 -3.2404  O110 1.444, C112 1.534, H121 1.090, H122 1.090
112 C 1.3159 5.6963 -2.1934  C111 1.534, H123 1.090, H124 1.090, H125 1.090
113 O 2.3180 3.6765 -5.8233  P108 1.615, C114 1.419
114 C 2.1116 3.0012 -7.0547  O113 1.419, C115 1.507, H126 1.090, H127 1.090
115 C 2.4604 1.5491 -6.8535  C114 1.507, H128 1.090, H129 1.090, H130 1.090
116 H 1.1532 7.7865 -7.5715  C105 1.090
117 H -0.4062 6.9791 -7.9447  C105 1.090
118 H -0.3421 8.6196 -7.2380  C105 1.090
119 H 0.8224 7.5567 -5.1438  C106 1.090
120 H -0.8341 6.9577 -5.3498  C106 1.090
121 H 1.1173 4.1945 -3.7826  C111 1.090
122 H 2.5876 4.0277 -2.7878  C111 1.090
123 H 2.1057 6.2510 -1.6867  C112 1.090
124 H 0.6631 6.3598 -2.7605  C112 1.090
125 H 0.7330 5.1137 -1.4800  C112 1.090
126 H 1.0878 3.0893 -7.4184  C114 1.090
127 H 2.7623 3.4384 -7.8120  C114 1.090
128 H 2.2516 1.3050 -5.8119  C115 1.090
129 H 1.7970 0.9155 -7.4423  C115 1.090
130 H 3.4953 1.2713 -7.0532  C115 1.090
131 C 9.5050 -6.9880 -0.6764  C132 1.549, H142 1.090, H143 1.090, H144 1.090
132 C 7.9977 -6.7682 -0.3973  C131 1.549, O133 1.404, H145 1.090, H146 1.090
133 O 7.2388 -7.6435 -1.1901  C132 1.404, P134 1.634
134 P 5.6586 -7.8349 -0.8198  O133 1.634, O135 1.503, O136 1.581, O139 1.600
135 O 5.5015 -8.3617 0.5791  P134 1.503
136 O 5.0470 -6.3980 -1.0648  P134 1.581, C137 1.476
137 C 3.6156 -6.2205 -0.7506  O136 1.476, C138 1.583, H147 1.090, H148 1.090
138 C 3.3729 -4.6783 -0.4894  C137 1.583, H149 1.090, H150 1.090, H151 1.090
139 O 5.0886 -8.6479 -2.0739  P134 1.600, C140 1.449
140 C 5.6825 -9.9163 -2.4453  O139 1.449, C141 1.562, H152 1.090, H153 1.090
141 C 4.5537 -10.6007 -3.2811  C140 1.562, H154 1.090, H155 1.090, H156 1.090
142 H 9.8440 -8.0005 -0.8955  C131 1.090
143 H 9.6607 -6.4049 -1.5840  C131 1.090
144 H 10.0295 -6.5674 0.1815  C131 1.090
145 H 7.7706 -7.0182 0.6391  C132 1.090
146 H 7.7302 -5.7152 -0.4853  C132 1.090
147 H 2.8813 -6.7498 -1.3578  C137 1.090
148 H 3.5396 -6.7657 0.1902  C137 1.090
149 H 4.0191 -4.3283 0.3155  C138 1.090
150 H 3.5441 -4.0598 -1.3705  C138 1.090
151 H 2.3469 -4.4888 -0.1740  C138 1.090
152 H 6.6198 -9.8360 -2.9958  C140 1.090
153 H 5.8318 -10.5197 -1.5500  C140 1.090
154 H 4.4057 -9.8040 -4.0101  C141 1.090
155 H 4.9072 -11.4347 -3.8874  C141 1.090
156 H 3.7032 -10.8552 -2.6487  C141 1.090
157 C -2.9180 2.3792 3.8177  N158 1.424, H162 1.090, H163 1.090, H164 1.090
158 N -1.9232 1.4299 3.4473  C157 1.424, C159 1.447, C160 1.347
159 C -0.9462 1.9508 2.5151  N158 1.447, H165 1.090, H166 1.090, H167 1.090
160 C -1.9367 0.1776 3.9432  N158 1.347, O161 1.229, H168 1.101
161 O -1.2638 -0.7340 3.4670  C160 1.229
162 H -3.6888 2.1068 4.5387  C157 1.090
163 H -3.4255 2.6496 2.8918  C157 1.090
164 H -2.4053 3.2647 4.1933  C157 1.090
165 H -1.4693 2.2946 1.6228  C159 1.090
166 H -0.4197 2.7667 3.0104  C159 1.090
167 H -0.2050 1.1768 2.3162  C159 1.090
168 H -2.6779 -0.0583 4.7224  C160 1.101

Atom charges from the Löwdin analysis, given in e for atoms 1 to 8: number 1, C, carries -0.069; number 2, C, carries -0.259; number 3, O, carries -0.212; number 4, P, carries 0.450; number 5, O, carries -0.225; number 6, O, carries -0.188; number 7, C, carries -0.254; number 8, C, carries -0.058



(2)
The following is a quantum chemistry calculation of a 10-piece molecular cluster, C28H53Br18N3O overall, from the OMol25 dataset.

Calculated values
- total charge = 0
- total energy (eV) = -1297178.049
- lowest unoccupied orbital energy (Eh) = 0.0098
- Kohn-Sham gap (eV) = 9.63
- SMILES = CCCN[C@@H](C#N)[C@H](C#N)OCCC.BrCCBr.BrCCBr.BrCCBr.BrCCBr.BrCCBr.BrCCBr.BrCCBr.BrCCBr.BrCCBr
- ΔE to the lowest compared entry with this formula, charge and spin (kJ/mol) = 0.0
- E_HOMO (eV) = -9.36
- multiplicity = 1

Bonds (Å) are listed after each position.
Atoms and positions in Å:
1 C 8.1291 1.4188 -1.7386  C2 1.536, H15 1.088, H16 1.092, H17 1.088
2 C 6.9688 2.4120 -1.9008  C1 1.536, C3 1.517, H18 1.089, H19 1.092
3 C 7.4394 3.8434 -1.7229  C2 1.517, N4 1.460, H20 1.090, H21 1.100
4 N 6.3731 4.8219 -1.9131  C3 1.460, C5 1.447, H22 1.009
5 C 5.3641 4.8365 -0.8761  N4 1.447, C6 1.465, C8 1.570, H23 1.093
6 C 5.4046 6.1065 -0.1470  C5 1.465, N7 1.148
7 N 5.4648 7.1487 0.3306  C6 1.148
8 C 3.9123 4.6573 -1.4452  C5 1.570, C9 1.467, O11 1.397, H24 1.093
9 C 3.0481 4.3581 -0.2987  C8 1.467, N10 1.148
10 N 2.4279 4.0639 0.6211  C9 1.148
11 O 3.9062 3.6945 -2.4570  C8 1.397, C12 1.429
12 C 3.1042 2.5228 -2.2928  O11 1.429, C13 1.531, H25 1.089, H26 1.091
13 C 1.6181 2.7087 -2.6088  C12 1.531, C14 1.534, H27 1.092, H28 1.090
14 C 0.6364 2.4811 -1.4516  C13 1.534, H29 1.089, H30 1.088, H31 1.088
15 H 7.8865 0.6339 -1.0257  C1 1.088
16 H 9.0170 1.9248 -1.3524  C1 1.092
17 H 8.4051 0.9580 -2.6843  C1 1.088
18 H 6.4960 2.3114 -2.8769  C2 1.089
19 H 6.1975 2.1735 -1.1649  C2 1.092
20 H 8.2112 4.0483 -2.4653  C3 1.090
21 H 7.9011 3.9366 -0.7286  C3 1.100
22 H 6.7433 5.7490 -2.0603  N4 1.009
23 H 5.5333 4.0308 -0.1577  C5 1.093
24 H 3.6037 5.6196 -1.8628  C8 1.093
25 H 3.5209 1.8194 -3.0127  C12 1.089
26 H 3.2735 2.0874 -1.3067  C12 1.091
27 H 1.4827 3.7005 -3.0439  C13 1.092
28 H 1.3710 2.0067 -3.4055  C13 1.090
29 H -0.2676 2.0013 -1.8247  C14 1.089
30 H 0.3121 3.4151 -0.9986  C14 1.088
31 H 1.0728 1.8594 -0.6725  C14 1.088
32 Br 3.2413 0.4534 0.8001  C33 1.944
33 C 2.5650 0.4317 2.6228  Br32 1.944, C34 1.503, H36 1.086, H37 1.087
34 C 1.7101 -0.7741 2.8958  C33 1.503, Br35 1.945, H38 1.088, H39 1.086
35 Br -0.0517 -0.5970 2.0907  C34 1.945
36 H 2.0205 1.3612 2.7624  C33 1.086
37 H 3.4513 0.4288 3.2519  C33 1.087
38 H 1.5384 -0.8739 3.9652  C34 1.088
39 H 2.1483 -1.6879 2.5050  C34 1.086
40 Br -0.8163 3.6051 2.0995  C41 1.944
41 C -2.4856 4.5374 1.7507  Br40 1.944, C42 1.504, H44 1.085, H45 1.086
42 C -3.1100 4.0954 0.4553  C41 1.504, Br43 1.943, H46 1.088, H47 1.086
43 Br -2.1545 4.8027 -1.0819  C42 1.943
44 H -2.2537 5.5975 1.7554  C41 1.085
45 H -3.1427 4.3005 2.5822  C41 1.086
46 H -4.1293 4.4664 0.3771  C42 1.088
47 H -3.1019 3.0151 0.3486  C42 1.086
48 Br 0.0796 -4.2782 -0.3806  C49 1.942
49 C -1.7287 -4.9844 -0.3140  Br48 1.942, C50 1.503, H52 1.085, H53 1.088
50 C -2.6146 -4.3601 -1.3558  C49 1.503, Br51 1.949, H54 1.085, H55 1.086
51 Br -3.1232 -2.5395 -0.8816  C50 1.949
52 H -2.0971 -4.8058 0.6913  C49 1.085
53 H -1.6446 -6.0551 -0.4872  C49 1.088
54 H -3.5454 -4.9130 -1.4326  C50 1.085
55 H -2.1383 -4.3018 -2.3295  C50 1.086
56 Br -7.0592 -5.1377 3.8666  C57 1.944
57 C -5.8545 -4.0810 2.7666  Br56 1.944, C58 1.504, H60 1.085, H61 1.087
58 C -6.0673 -4.3216 1.2971  C57 1.504, Br59 1.946, H62 1.088, H63 1.085
59 Br -5.3470 -6.0367 0.7265  C58 1.946
60 H -4.8464 -4.3331 3.0798  C57 1.085
61 H -6.0635 -3.0416 3.0079  C57 1.087
62 H -5.5345 -3.5745 0.7118  C58 1.088
63 H -7.1177 -4.3236 1.0243  C58 1.085
64 Br -4.2791 -7.2429 -2.8636  C65 1.943
65 C -6.1068 -7.8775 -2.6833  Br64 1.943, C66 1.504, H68 1.086, H69 1.087
66 C -7.0189 -7.2404 -3.6958  C65 1.504, Br67 1.943, H70 1.088, H71 1.085
67 Br -7.4106 -5.3913 -3.2438  C66 1.943
68 H -6.4077 -7.6557 -1.6637  C65 1.086
69 H -6.0657 -8.9543 -2.8292  C65 1.087
70 H -7.9782 -7.7524 -3.7153  C66 1.088
71 H -6.5896 -7.2309 -4.6923  C66 1.085
72 Br -5.6025 4.2619 4.4721  C73 1.945
73 C -4.1612 4.3507 5.7752  Br72 1.945, C74 1.505, H76 1.086, H77 1.087
74 C -4.1014 5.6929 6.4539  C73 1.505, Br75 1.943, H78 1.087, H79 1.085
75 Br -3.3710 7.0600 5.2829  C74 1.943
76 H -3.2433 4.1258 5.2403  C73 1.086
77 H -4.3650 3.5640 6.4975  C73 1.087
78 H -3.4374 5.6494 7.3139  C74 1.087
79 H -5.0823 6.0387 6.7636  C74 1.085
80 Br -11.9263 -4.0570 -3.6882  C81 1.943
81 C -10.6988 -3.0578 -4.8150  Br80 1.943, C82 1.506, H84 1.086, H85 1.087
82 C -10.9730 -3.2739 -6.2798  C81 1.506, Br83 1.943, H86 1.087, H87 1.085
83 Br -10.3580 -5.0121 -6.8916  C82 1.943
84 H -9.6964 -3.3679 -4.5359  C81 1.086
85 H -10.8468 -2.0118 -4.5570  C81 1.087
86 H -10.4307 -2.5442 -6.8764  C82 1.087
87 H -12.0323 -3.2196 -6.5085  C82 1.085
88 Br 5.9528 -1.3226 4.1105  C89 1.945
89 C 7.0651 0.2278 4.4856  Br88 1.945, C90 1.506, H92 1.085, H93 1.087
90 C 6.5611 1.0234 5.6606  C89 1.506, Br91 1.942, H94 1.087, H95 1.085
91 Br 4.9943 2.0769 5.2042  C90 1.942
92 H 7.0919 0.8184 3.5753  C89 1.085
93 H 8.0560 -0.1680 4.6959  C89 1.087
94 H 7.3145 1.7409 5.9774  C90 1.087
95 H 6.2837 0.3913 6.4979  C90 1.085
96 Br 5.1285 -1.1420 -2.1147  C97 1.943
97 C 5.9810 -2.5786 -1.1214  Br96 1.943, C98 1.506, H100 1.086, H101 1.088
98 C 5.1824 -3.8552 -1.1650  C97 1.506, Br99 1.940, H102 1.088, H103 1.085
99 Br 3.6113 -3.7850 -0.0289  C98 1.940
100 H 6.1207 -2.2131 -0.1082  C97 1.086
101 H 6.9486 -2.7293 -1.5950  C97 1.088
102 H 5.7798 -4.6852 -0.7952  C98 1.088
103 H 4.8278 -4.0781 -2.1662  C98 1.085

Atom charges from the Löwdin analysis, given in e for atoms 1 to 8: number 1, C, carries -0.108; number 2, C, carries -0.255; number 3, C, carries -0.235; number 4, N, carries -0.009; number 5, C, carries -0.282; number 6, C, carries -0.173; number 7, N, carries 0.174; number 8, C, carries -0.273